No. 1
C5H9NO | ωB97M-V/def2-TZVPD

Positions of all 16 atoms, in Å:
1 C 1.96 1.81 0.26
2 O 0.82 -0.96 -0.81
3 C -0.33 -1.04 -0.44
4 C -1.48 -0.63 -1.33
5 C -0.69 -1.51 0.95
6 C 0.53 1.91 0.56
7 N -0.60 1.95 0.79
8 H 2.26 2.62 -0.41
9 H 2.54 1.88 1.18
10 H 2.14 0.85 -0.22
11 H -2.21 -1.44 -1.44
12 H -1.10 -0.34 -2.31
13 H -2.00 0.23 -0.87
14 H -1.09 -0.66 1.52
15 H 0.20 -1.90 1.45
16 H -1.47 -2.28 0.92

For the LUMO energy, the calculation gives 0.91 eV. The largest force on an atom is 0.02278 hartree/bohr. The highest occupied orbital energy comes out at -9.72 eV. As for the spin multiplicity: 1. The calculation puts the energy above the lowest of the compared OMol25 structures with the same formula, charge and spin at 85.5 kJ/mol.

***

No. 2
C5H9NO | ωB97M-V/def2-TZVPD

Positions of all 16 atoms, in Å:
1 C -1.92 -0.49 -0.05
2 C -1.22 0.66 0.64
3 N -0.14 0.43 1.58
4 C 0.19 1.08 0.31
5 C 1.03 0.29 -0.73
6 C 2.24 -0.56 -0.57
7 O 0.94 -1.11 -0.47
8 H -2.48 -0.11 -0.92
9 H -2.64 -0.97 0.62
10 H -1.21 -1.24 -0.40
11 H -1.92 1.43 0.99
12 H 0.13 -0.56 1.54
13 H 0.38 2.15 0.46
14 H 1.01 0.52 -1.81
15 H 2.71 -0.93 -1.48
16 H 2.89 -0.58 0.31

For the LUMO energy, the calculation gives 1.11 eV. The largest force on an atom is 0.02318 hartree/bohr. The highest occupied orbital energy comes out at -9.14 eV. As for the spin multiplicity: 1. The calculation puts the energy above the lowest of the compared OMol25 structures with the same formula, charge and spin at 326.8 kJ/mol.

***

No. 3
C5H9NO | ωB97M-V/def2-TZVPD

Positions of all 16 atoms, in Å:
1 C -1.08 -0.36 1.12
2 C -0.36 -0.02 -0.18
3 C -0.23 -1.20 -1.13
4 C -0.78 1.34 -0.85
5 O 0.71 1.72 -0.72
6 C 0.94 0.68 -0.03
7 N 1.96 0.77 0.84
8 H -1.19 0.52 1.77
9 H -2.10 -0.70 0.88
10 H -0.58 -1.17 1.68
11 H 0.19 -2.07 -0.60
12 H -1.21 -1.47 -1.54
13 H 0.44 -0.95 -1.95
14 H 1.90 1.70 1.24
15 H -0.86 1.24 -1.94
16 H 2.26 -0.02 1.40

For the LUMO energy (alpha / beta), the calculation gives 0.49 / 0.49 eV. The largest force on an atom is 0.02039 hartree/bohr. The highest occupied orbital energy (alpha / beta) comes out at -6.98 / -6.98 eV. As for the spin multiplicity: 1. The calculation puts the energy above the lowest of the compared OMol25 structures with the same formula, charge and spin at 430.0 kJ/mol.

***

No. 4
C5H9NO | ωB97M-V/def2-TZVPD

Positions of all 16 atoms, in Å:
1 C 1.15 -1.44 -0.12
2 C 0.39 -0.36 0.65
3 N 0.96 0.97 0.40
4 C -1.24 1.32 0.22
5 O -1.56 2.35 0.75
6 C -1.09 -0.15 0.34
7 C -1.30 0.51 -1.04
8 H 1.16 -1.23 -1.19
9 H 0.73 -2.44 0.03
10 H 2.19 -1.45 0.22
11 H 0.48 -0.56 1.72
12 H 1.62 1.33 1.07
13 H -1.85 -0.81 0.77
14 H -2.30 0.54 -1.44
15 H -0.57 0.29 -1.82
16 H 1.24 1.13 -0.56

For the LUMO energy, the calculation gives 0.89 eV. The largest force on an atom is 0.01095 hartree/bohr. The highest occupied orbital energy comes out at -8.61 eV. As for the spin multiplicity: 1. The calculation puts the energy above the lowest of the compared OMol25 structures with the same formula, charge and spin at 279.2 kJ/mol.

***

No. 5
C5H9NO | ωB97M-V/def2-TZVPD

Positions of all 16 atoms, in Å:
1 C -0.85 1.49 1.16
2 O -0.71 1.06 -0.19
3 C -0.01 -0.07 -0.35
4 C -0.14 -0.65 -1.77
5 C 1.43 -0.13 0.18
6 C -0.92 -1.18 0.94
7 N -0.93 -2.33 0.92
8 H -1.90 1.38 1.45
9 H -0.26 0.89 1.87
10 H -0.54 2.53 1.18
11 H 0.82 -0.68 -2.32
12 H -0.87 -0.12 -2.39
13 H -0.46 -1.67 -1.61
14 H 1.48 -1.09 0.68
15 H 1.66 0.68 0.88
16 H 2.18 -0.11 -0.62

For the LUMO energy, the calculation gives 0.16 eV. The largest force on an atom is 0.05374 hartree/bohr. The highest occupied orbital energy comes out at -10.47 eV. As for the spin multiplicity: 1. The calculation puts the energy above the lowest of the compared OMol25 structures with the same formula, charge and spin at 339.9 kJ/mol.

***

No. 6
C5H9NO | ωB97M-V/def2-TZVPD

Positions of all 16 atoms, in Å:
1 C -0.85 -0.23 -2.30
2 N -0.32 -0.47 -0.94
3 C -1.22 -0.05 0.12
4 C 0.06 0.67 -0.09
5 C 0.76 0.58 1.27
6 O 0.46 1.50 2.01
7 C 1.66 -0.52 1.79
8 H -0.99 -1.20 -2.80
9 H -0.19 0.37 -2.94
10 H -1.84 0.26 -2.31
11 H -2.18 0.41 -0.10
12 H -1.17 -0.67 1.01
13 H 0.12 1.68 -0.50
14 H 1.92 -0.24 2.81
15 H 1.21 -1.53 1.80
16 H 2.56 -0.57 1.18

For the LUMO energy, the calculation gives 1.05 eV. The largest force on an atom is 0.01218 hartree/bohr. The highest occupied orbital energy comes out at -9.14 eV. As for the spin multiplicity: 1. The calculation puts the energy above the lowest of the compared OMol25 structures with the same formula, charge and spin at 263.3 kJ/mol.

***

No. 7
C5H9NO | ωB97M-V/def2-TZVPD

Positions of all 16 atoms, in Å:
1 C -0.42 1.31 0.76
2 C 0.55 0.52 -0.01
3 C 1.67 -0.44 -0.46
4 C -0.55 -1.45 -0.03
5 C -0.39 -0.24 0.87
6 H -2.32 2.51 0.41
7 H -0.58 1.55 1.86
8 H 0.00 0.63 -1.01
9 H 2.17 -0.22 -1.36
10 H 2.41 -0.90 0.34
11 H 0.97 -1.95 -1.77
12 H -1.79 -1.36 -0.64
13 H -0.50 -2.38 0.50
14 H -0.01 -0.72 1.90
15 N 0.83 -1.65 -0.89
16 O -1.41 2.03 -0.09

For the LUMO energy, the calculation gives 0.61 eV. The largest force on an atom is 0.14824 hartree/bohr. The highest occupied orbital energy comes out at -8.34 eV. As for the spin multiplicity: 1. The calculation puts the energy above the lowest of the compared OMol25 structures with the same formula, charge and spin at 791.0 kJ/mol.

***

No. 8
C5H9NO | ωB97M-V/def2-TZVPD

Positions of all 16 atoms, in Å:
1 C -0.65 -0.45 -1.97
2 C -1.39 0.22 0.79
3 O -1.53 -1.05 1.03
4 C 0.06 0.70 1.02
5 C 1.25 -0.27 1.04
6 C 0.35 1.84 0.14
7 N 0.64 2.72 -0.56
8 H 0.16 0.22 -2.29
9 H -1.21 -0.81 -2.84
10 H -0.25 -1.30 -1.43
11 H -1.34 0.11 -1.34
12 H -0.70 -1.55 1.20
13 H -0.07 1.13 2.03
14 H 2.12 0.23 1.46
15 H 1.51 -0.61 0.03
16 H 1.06 -1.15 1.67

For the LUMO energy, the calculation gives 0.38 eV. The largest force on an atom is 0.02290 hartree/bohr. The highest occupied orbital energy comes out at -9.22 eV. As for the spin multiplicity: 1. The calculation puts the energy above the lowest of the compared OMol25 structures with the same formula, charge and spin at 384.0 kJ/mol.

***

No. 9
C5H9NO | ωB97M-V/def2-TZVPD

Positions of all 16 atoms, in Å:
1 C -1.96 -0.06 0.37
2 C -0.58 0.47 0.06
3 C 0.19 1.08 1.20
4 C 1.82 -1.41 -0.64
5 N 1.19 -0.56 -1.47
6 C 0.04 0.04 -1.15
7 O -0.45 1.31 -1.19
8 H -2.65 0.76 0.61
9 H -1.90 -0.72 1.25
10 H -2.35 -0.64 -0.46
11 H 0.29 0.37 2.03
12 H -0.34 1.97 1.56
13 H 1.20 1.38 0.88
14 H 1.78 -1.20 0.42
15 H 2.21 -2.34 -1.03
16 H 1.50 -0.46 -2.43

For the LUMO energy (alpha / beta), the calculation gives 0.80 / 0.80 eV. The largest force on an atom is 0.01462 hartree/bohr. The highest occupied orbital energy (alpha / beta) comes out at -6.69 / -6.91 eV. As for the spin multiplicity: 1. The calculation puts the energy above the lowest of the compared OMol25 structures with the same formula, charge and spin at 464.8 kJ/mol.

***

No. 10
C5H9NO | ωB97M-V/def2-TZVPD

Positions of all 16 atoms, in Å:
1 C 1.34 -0.76 0.07
2 C -0.05 -0.15 0.31
3 C -1.09 -0.74 -0.66
4 C 0.02 1.39 0.16
5 O 0.46 1.77 -1.13
6 C -0.47 -0.50 1.68
7 N -0.75 -0.87 2.74
8 H 1.71 -0.43 -0.90
9 H 2.04 -0.44 0.84
10 H 1.28 -1.85 0.09
11 H -1.17 -1.82 -0.52
12 H -0.78 -0.56 -1.69
13 H -2.08 -0.30 -0.50
14 H -0.96 1.84 0.40
15 H 0.76 1.78 0.86
16 H -0.27 1.64 -1.74

For the LUMO energy, the calculation gives 0.56 eV. The largest force on an atom is 0.02306 hartree/bohr. The highest occupied orbital energy comes out at -10.84 eV. As for the spin multiplicity: 1. The calculation puts the energy above the lowest of the compared OMol25 structures with the same formula, charge and spin at 99.6 kJ/mol.

***

No. 11
C5H9NO | ωB97M-V/def2-TZVPD

Positions of all 16 atoms, in Å:
1 C 0.00 0.72 -2.14
2 C -0.47 -0.24 -1.04
3 C 0.55 -1.17 -0.34
4 N 0.20 -0.40 1.00
5 C 0.24 0.02 2.51
6 C -0.66 0.39 0.33
7 O -1.32 1.30 0.78
8 H 0.95 1.19 -1.87
9 H -0.74 1.51 -2.28
10 H 0.13 0.22 -3.11
11 H -1.38 -0.76 -1.38
12 H 0.28 -2.24 -0.42
13 H 1.56 -1.07 -0.76
14 H -0.67 0.60 2.77
15 H 0.27 -0.82 3.20
16 H 1.05 0.74 2.72

For the LUMO energy, the calculation gives 0.88 eV. The largest force on an atom is 0.02216 hartree/bohr. The highest occupied orbital energy comes out at -9.37 eV. As for the spin multiplicity: 1. The calculation puts the energy above the lowest of the compared OMol25 structures with the same formula, charge and spin at 197.2 kJ/mol.

***

No. 12
C5H9NO | ωB97M-V/def2-TZVPD

Positions of all 16 atoms, in Å:
1 C 2.01 -0.68 -0.62
2 C 0.67 0.05 -0.76
3 C -0.31 -0.42 0.34
4 C -2.21 -0.22 1.35
5 O -1.64 0.40 -0.06
6 C 0.85 1.51 -0.67
7 N 0.95 2.66 -0.54
8 H 1.85 -1.76 -0.70
9 H 2.48 -0.47 0.35
10 H 2.70 -0.38 -1.41
11 H 0.22 -0.16 -1.74
12 H -0.51 -1.49 0.21
13 H 0.12 -0.24 1.34
14 H -2.63 0.68 1.79
15 H -3.07 -0.81 1.04
16 H -1.48 1.35 0.10

For the LUMO energy, the calculation gives 0.65 eV. The largest force on an atom is 0.05433 hartree/bohr. The highest occupied orbital energy comes out at -7.19 eV. As for the spin multiplicity: 1. The calculation puts the energy above the lowest of the compared OMol25 structures with the same formula, charge and spin at 595.1 kJ/mol.

***

Q: Among the records above, which one has the lowest energy above the lowest of the compared OMol25 structures with the same formula, charge and spin?
A: number 1